No. 1
16
Properties=species:S:1:pos:R:3 method="wB97M-V/def2-TZVPD" e_homo_ev=-10.95 smiles=CC.CC e_lumo_ev=1.086 homo_lumo_gap_ha=0.442 de_lowest_kj_mol=143.2
C 2.08 -1.35 -0.01
C 2.66 -0.27 -0.90
H 2.09 -1.07 1.00
H 1.10 -1.74 -0.41
H 2.86 -2.09 -0.21
H 3.66 0.09 -0.61
H 2.11 0.74 -0.65
H 2.42 -0.36 -1.87
C -2.23 1.44 0.75
C -2.49 0.07 0.17
H -2.56 2.32 0.15
H -2.91 1.75 1.59
H -1.25 1.87 0.84
H -2.77 -0.52 0.97
H -3.33 0.00 -0.48
H -1.59 -0.40 -0.34



No. 2
16
Properties=species:S:1:pos:R:3 method="wB97M-V/def2-TZVPD" e_homo_ev=-11.63 smiles=CC.CC e_lumo_ev=1.166 homo_lumo_gap_ha=0.470 de_lowest_kj_mol=39.7
C -1.85 -1.11 0.12
C -1.41 -0.38 1.39
H -2.28 -0.47 -0.64
H -1.07 -1.67 -0.39
H -2.60 -1.78 0.48
H -1.48 0.72 1.33
H -0.34 -0.44 1.62
H -1.96 -0.70 2.26
C 2.17 1.24 -0.68
C 1.05 0.19 -0.94
H 1.80 2.25 -0.85
H 2.44 1.23 0.38
H 3.09 1.08 -1.22
H 0.08 0.66 -0.89
H 1.26 -0.32 -1.87
H 1.09 -0.51 -0.10



No. 3
16
Properties=species:S:1:pos:R:3 method="wB97M-V/def2-TZVPD" e_homo_ev=-11.38 smiles=CC.CC e_lumo_ev=1.178 homo_lumo_gap_ha=0.461 de_lowest_kj_mol=64.3
C 1.00 0.21 -2.18
C 0.90 1.15 -0.98
H 0.32 -0.63 -2.06
H 0.82 0.78 -3.07
H 2.04 -0.06 -2.43
H -0.13 1.57 -1.02
H 0.94 0.82 0.04
H 1.55 2.02 -1.06
C -0.51 -1.06 1.02
C -1.33 -0.39 2.13
H -1.11 -1.91 0.67
H -0.39 -0.40 0.19
H 0.38 -1.57 1.34
H -1.61 0.66 1.95
H -0.68 -0.24 3.01
H -2.18 -0.97 2.45



No. 4
16
Properties=species:S:1:pos:R:3 method="wB97M-V/def2-TZVPD" e_homo_ev=-10.75 smiles=CC.CC e_lumo_ev=1.142 homo_lumo_gap_ha=0.437 de_lowest_kj_mol=160.1
C 0.09 1.56 0.30
C -1.37 1.60 0.56
H 0.59 2.64 0.46
H 0.69 0.90 1.02
H 0.29 1.39 -0.73
H -1.76 0.55 0.71
H -2.05 2.41 0.21
H -1.64 2.05 1.59
C 1.34 -1.76 -0.34
C -0.07 -1.40 -0.57
H 1.49 -2.82 0.02
H 1.96 -1.85 -1.36
H 1.80 -1.22 0.41
H -0.58 -2.26 -1.13
H -0.60 -1.30 0.37
H -0.07 -0.48 -1.25



No. 5
16
Properties=species:S:1:pos:R:3 method="wB97M-V/def2-TZVPD" e_homo_ev=-11.19 smiles=CC.CC e_lumo_ev=1.129 homo_lumo_gap_ha=0.453 de_lowest_kj_mol=150.8
C 0.53 0.34 2.14
C -0.91 0.96 1.74
H 0.64 -0.56 1.59
H 1.15 1.18 1.83
H 0.60 0.36 3.13
H -0.86 1.68 1.04
H -1.62 1.21 2.48
H -1.36 0.00 1.38
C 0.11 0.05 -2.00
C 0.42 -1.38 -1.96
H -0.78 0.33 -2.58
H -0.25 0.35 -0.98
H 0.84 0.80 -2.33
H -0.38 -1.98 -1.39
H 1.29 -1.52 -1.24
H 0.56 -1.83 -2.85



No. 6
16
Properties=species:S:1:pos:R:3 method="wB97M-V/def2-TZVPD" e_homo_ev=-11.39 smiles=CC.CC e_lumo_ev=1.124 homo_lumo_gap_ha=0.460 de_lowest_kj_mol=55.1
C -0.32 1.80 -2.57
C -0.56 1.27 -1.14
H -1.09 1.50 -3.27
H -0.14 2.88 -2.48
H 0.72 1.58 -2.83
H -1.12 0.36 -0.99
H 0.42 1.18 -0.67
H -1.09 2.05 -0.58
C -0.15 -1.06 1.94
C 0.96 -2.11 1.67
H 0.09 -0.18 1.34
H -1.16 -1.36 1.68
H -0.20 -0.82 3.00
H 0.45 -2.99 1.29
H 1.48 -2.41 2.58
H 1.71 -1.69 1.02



No. 7
16
Properties=species:S:1:pos:R:3 method="wB97M-V/def2-TZVPD" e_homo_ev=-11.50 smiles=CC.CC e_lumo_ev=1.162 homo_lumo_gap_ha=0.465 de_lowest_kj_mol=31.8
C 0.81 -0.23 -1.41
C 0.17 -0.24 -2.81
H 0.36 -0.99 -0.75
H 1.83 -0.63 -1.44
H 0.78 0.76 -0.97
H -0.89 -0.11 -2.70
H 0.47 0.68 -3.32
H 0.33 -1.18 -3.33
C -0.80 -0.40 2.30
C -0.13 0.90 1.88
H -1.40 -0.79 1.48
H -0.18 -1.24 2.56
H -1.56 -0.31 3.08
H -0.63 1.44 1.09
H 0.91 0.75 1.62
H -0.08 1.60 2.72



No. 8
16
Properties=species:S:1:pos:R:3 method="wB97M-V/def2-TZVPD" e_homo_ev=-11.58 smiles=CC.CC e_lumo_ev=1.183 homo_lumo_gap_ha=0.469 de_lowest_kj_mol=29.4
C 1.70 0.84 0.31
C 1.39 0.07 1.60
H 2.78 0.82 0.13
H 1.29 0.36 -0.57
H 1.30 1.84 0.42
H 2.16 -0.69 1.76
H 0.52 -0.59 1.53
H 1.35 0.68 2.50
C -1.87 0.24 -0.78
C -1.32 -1.14 -1.13
H -1.70 0.99 -1.56
H -2.94 0.32 -0.60
H -1.26 0.66 0.02
H -1.31 -1.80 -0.27
H -0.25 -1.05 -1.34
H -1.83 -1.54 -2.00



No. 9
16
Properties=species:S:1:pos:R:3 method="wB97M-V/def2-TZVPD" e_homo_ev=-10.89 smiles=CC.CC e_lumo_ev=1.078 homo_lumo_gap_ha=0.440 de_lowest_kj_mol=87.1
C 1.97 1.22 -1.50
C 1.37 -0.10 -1.96
H 2.33 1.24 -0.47
H 2.83 1.44 -2.14
H 1.21 2.00 -1.35
H 0.98 -0.11 -2.98
H 2.08 -0.91 -1.84
H 0.43 -0.24 -1.40
C -1.61 0.00 2.20
C -1.65 -1.12 1.21
H -1.94 -0.22 3.24
H -0.62 0.43 2.25
H -2.45 0.72 2.14
H -0.83 -1.22 0.48
H -2.61 -1.01 0.68
H -1.94 -2.08 1.67



No. 10
16
Properties=species:S:1:pos:R:3 method="wB97M-V/def2-TZVPD" e_homo_ev=-11.84 smiles=CC.CC e_lumo_ev=1.086 homo_lumo_gap_ha=0.475 de_lowest_kj_mol=23.9
C 1.12 -2.60 0.72
C -0.12 -2.45 -0.21
H 1.51 -1.62 0.99
H 0.86 -3.18 1.60
H 1.94 -3.09 0.20
H -0.50 -1.43 -0.17
H 0.20 -2.64 -1.23
H -0.88 -3.15 0.10
C -0.93 1.92 -0.51
C -0.08 3.12 -0.01
H -1.57 2.32 -1.29
H -0.30 1.11 -0.89
H -1.46 1.52 0.35
H 0.68 2.78 0.69
H -0.75 3.79 0.53
H 0.32 3.64 -0.87



No. 11
16
Properties=species:S:1:pos:R:3 method="wB97M-V/def2-TZVPD" e_homo_ev=-11.39 smiles=CC.CC e_lumo_ev=1.204 homo_lumo_gap_ha=0.463 de_lowest_kj_mol=79.1
C -1.57 -0.30 -0.51
C -1.16 0.33 -1.88
H -2.50 0.16 -0.13
H -1.88 -1.44 -0.62
H -0.81 -0.14 0.32
H -0.81 -0.38 -2.62
H -1.96 0.85 -2.34
H -0.24 0.85 -1.69
C 1.29 0.75 1.26
C 1.48 -0.75 1.13
H 0.25 1.03 1.54
H 2.00 1.20 1.92
H 1.34 1.14 0.25
H 1.56 -0.97 0.09
H 0.62 -1.19 1.64
H 2.38 -1.14 1.64



No. 12
16
Properties=species:S:1:pos:R:3 method="wB97M-V/def2-TZVPD" e_homo_ev=-11.42 smiles=CC.CC e_lumo_ev=1.127 homo_lumo_gap_ha=0.461 de_lowest_kj_mol=69.9
C -0.36 -2.15 1.68
C 0.86 -1.71 0.86
H 0.01 -2.25 2.71
H -1.18 -1.45 1.74
H -0.52 -3.16 1.29
H 0.68 -1.45 -0.19
H 1.66 -2.44 1.00
H 1.45 -0.80 1.07
C -0.28 2.69 -1.23
C -0.28 1.18 -1.30
H -1.25 3.16 -1.12
H 0.47 3.08 -0.53
H 0.08 3.06 -2.19
H 0.63 0.68 -0.93
H -0.27 0.93 -2.36
H -1.05 0.59 -0.80